43
Properties=species:S:1:pos:R:3:forces:R:3:lowdin_spin:R:1 method="wB97M-V/def2-TZVPD" energy_ha=-1623.41535 spin_multiplicity=6 charge=+3 s_squared=8.80
Ir -0.354 0.960 0.765 1.160 0.098 0.316 2.4199
F 4.986 -0.528 3.983 -0.038 -0.019 0.021 0.0004
C 3.704 -0.259 3.833 -0.052 0.108 0.071 0.0085
F 2.974 -1.134 4.530 0.049 0.062 -0.030 0.0091
F 3.453 0.972 4.302 0.054 -0.140 -0.035 0.0119
C 3.303 -0.329 2.362 -0.037 0.011 0.053 0.1049
C 4.195 -0.761 1.391 -0.060 0.032 -0.068 -0.0049
C 3.783 -0.812 0.065 0.047 -0.016 0.179 0.1310
C 2.480 -0.430 -0.267 0.014 -0.105 -0.110 0.0455
N 1.629 -0.020 0.659 -0.413 0.262 -0.223 0.1675
C 2.011 0.042 1.965 -0.038 0.020 0.337 0.0872
S 0.767 0.626 3.008 -0.024 -0.071 -0.459 0.7937
H 5.199 -1.049 1.676 0.003 -0.011 -0.024 -0.0017
H 4.461 -1.145 -0.710 -0.033 0.002 -0.032 0.0059
H 2.128 -0.474 -1.290 -0.014 0.059 0.007 0.0018
N -2.273 0.399 0.395 -0.518 -0.012 0.002 0.2845
C -3.389 0.121 0.241 0.805 -0.058 0.054 0.0597
N -4.635 -0.222 0.061 -0.794 0.082 -0.088 0.3634
C -5.089 -0.773 -1.214 0.095 -0.157 -0.567 0.0671
C -6.070 -1.944 -1.047 -0.097 -0.633 0.312 0.0395
C -7.115 -1.717 0.029 -0.466 0.420 -0.178 0.0146
C -6.534 -1.184 1.323 0.055 -0.659 -0.012 0.0442
C -5.625 0.040 1.108 -0.160 0.321 0.434 0.0641
H -4.225 -1.059 -1.812 0.058 0.108 0.063 0.0011
H -5.615 0.039 -1.742 0.003 0.110 0.187 0.0376
H -5.492 -2.850 -0.832 0.105 0.130 0.032 0.0053
H -6.542 -2.117 -2.013 0.052 0.117 -0.062 -0.0003
H -7.644 -2.653 0.229 0.182 -0.101 0.037 0.0116
H -7.915 -1.062 -0.335 0.190 0.138 -0.004 0.0029
H -5.942 -1.957 1.823 0.019 0.081 0.014 0.0028
H -7.322 -0.887 2.013 0.045 0.125 0.032 0.0017
H -5.114 0.325 2.026 0.100 0.028 -0.082 0.0006
H -6.243 0.889 0.781 0.048 -0.055 -0.192 0.0309
C -1.039 4.438 -0.129 0.035 -0.174 0.028 0.0076
C 0.364 4.034 0.150 -0.125 0.234 -0.064 0.0151
C 1.430 5.055 0.039 0.179 -0.038 0.084 0.0071
O 0.659 2.868 0.474 -0.320 -0.308 -0.007 0.1525
H -1.357 5.150 0.637 0.006 0.001 0.012 -0.0002
H -1.703 3.573 -0.129 -0.043 0.054 -0.021 0.0050
H -1.099 4.965 -1.082 0.022 0.002 -0.002 -0.0001
H 1.091 6.004 0.456 -0.011 -0.001 0.003 0.0008
H 1.625 5.241 -1.023 -0.062 -0.033 -0.025 0.0001
H 2.354 4.732 0.510 -0.021 -0.012 0.003 0.0001